[1]
128
Properties=species:S:1:pos:R:3 method="wB97M-V/def2-TZVPD" total_charge=+1 max_force_ev_per_a=0.5 orbital_gap_ev="5.51 / 5.35" relative_energy_kj_mol=225.88 spin_multiplicity=3
W -0.053 0.545 -0.258
C -4.215 9.556 -0.069
O -3.171 8.993 0.709
C -2.790 7.729 0.425
C -3.301 6.972 -0.624
C -2.835 5.680 -0.826
C -1.858 5.128 -0.009
C -1.349 5.907 1.035
C -1.812 7.186 1.259
C -1.333 3.755 -0.234
C -2.257 2.687 -0.183
C -3.638 2.781 0.051
C -4.190 1.539 -0.193
C -3.142 0.684 -0.572
N -1.946 1.370 -0.524
C -3.285 -0.658 -1.044
C -2.213 -1.462 -1.294
C -2.192 -2.755 -1.964
C -0.929 -3.207 -1.979
C -0.086 -2.246 -1.276
C 1.209 -2.367 -0.904
C 2.033 -3.475 -1.435
C 2.195 -3.622 -2.807
C 2.936 -4.667 -3.349
C 3.529 -5.592 -2.502
O 4.265 -6.644 -2.915
C 4.435 -6.807 -4.313
C 3.377 -5.464 -1.120
C 2.641 -4.421 -0.602
C 1.838 -1.265 -0.073
N 1.785 0.003 -0.823
C 2.989 0.581 -0.863
C 3.141 1.929 -1.111
C 4.505 2.490 -1.276
C 5.345 2.021 -2.277
C 6.646 2.493 -2.419
C 7.118 3.460 -1.541
O 8.360 3.992 -1.585
C 9.225 3.547 -2.615
C 6.289 3.940 -0.524
C 5.005 3.457 -0.396
C 2.015 2.784 -1.042
C 2.070 4.191 -1.268
C 0.858 4.710 -0.939
C 0.009 3.639 -0.535
N 0.739 2.439 -0.610
C 3.972 -0.374 -0.318
C 3.316 -1.406 0.213
N -0.915 -1.160 -0.914
C -4.656 -1.184 -1.270
C -5.522 -0.631 -2.214
C -6.783 -1.155 -2.411
C -7.213 -2.249 -1.660
O -8.463 -2.688 -1.927
C -8.938 -3.793 -1.180
C -6.370 -2.812 -0.711
C -5.101 -2.272 -0.527
H -4.417 10.531 0.363
H -5.118 8.943 -0.020
H -3.907 9.679 -1.110
H -4.049 7.374 -1.294
H -3.231 5.100 -1.651
H -0.584 5.492 1.681
H -1.430 7.788 2.074
H -4.158 3.675 0.356
H -5.230 1.259 -0.144
H -3.069 -3.236 -2.371
H -0.567 -4.140 -2.385
H 1.749 -2.893 -3.474
H 3.043 -4.739 -4.423
H 5.039 -7.699 -4.438
H 4.957 -5.951 -4.748
H 3.473 -6.945 -4.813
H 3.842 -6.199 -0.475
H 2.511 -4.355 0.471
H 4.976 1.278 -2.975
H 7.267 2.109 -3.216
H 10.152 4.097 -2.486
H 8.808 3.766 -3.602
H 9.422 2.475 -2.532
H 6.682 4.686 0.154
H 4.372 3.827 0.402
H 2.931 4.718 -1.643
H 0.553 5.743 -1.003
H 5.036 -0.191 -0.285
H 3.754 -2.229 0.756
H -5.196 0.218 -2.803
H -7.455 -0.735 -3.149
H -9.948 -3.981 -1.530
H -8.963 -3.567 -0.110
H -8.326 -4.682 -1.355
H -6.685 -3.657 -0.112
H -4.445 -2.701 0.222
N 0.973 -0.778 1.054
P 0.327 -1.552 2.323
C -1.174 -0.655 2.735
C -2.380 -1.282 3.040
C -3.502 -0.520 3.334
C -3.429 0.864 3.334
C -2.221 1.497 3.077
C -1.094 0.742 2.796
C -0.026 -3.292 2.068
C -1.151 -3.680 1.338
C -1.382 -5.019 1.077
C -0.491 -5.980 1.536
C 0.635 -5.603 2.252
C 0.868 -4.262 2.520
C 1.427 -1.419 3.730
C 2.608 -0.694 3.611
C 3.432 -0.534 4.718
C 3.070 -1.087 5.935
C 1.883 -1.804 6.058
C 1.060 -1.969 4.959
H -2.458 -2.360 3.039
H -4.438 -1.014 3.557
H -4.313 1.452 3.547
H -2.149 2.576 3.092
H -0.153 1.246 2.651
H -1.838 -2.936 0.956
H -2.253 -5.308 0.503
H -0.675 -7.027 1.331
H 1.335 -6.349 2.604
H 1.750 -3.978 3.080
H 2.879 -0.264 2.655
H 4.353 0.026 4.624
H 3.712 -0.960 6.797
H 1.603 -2.227 7.013
H 0.134 -2.524 5.060

---

[2]
165
Properties=species:S:1:pos:R:3 method="wB97M-V/def2-TZVPD" total_charge=0 max_force_ev_per_a=5.0 smiles="O=[N+]([O-])c1ccccc1.O=[N+]([O-])c1ccccc1.O=[N+]([O-])c1ccccc1.O=[N+]([O-])c1ccccc1.O=[N+]([O-])c1ccccc1.O=[N+]([O-])c1ccccc1.O=[N+]([O-])c1ccccc1.O=[N+]([O-])c1ccccc1.O=[N+]([O-])c1ccccc1.C[C@H]1COC(=O)O1.C[C@H]1COC(=O)O1.C[C@H]1COC(=O)O1" orbital_gap_ev=8.25
O 3.837 -1.811 -2.241
N 4.545 -1.649 -1.265
O 4.457 -2.282 -0.215
C 5.530 -0.548 -1.433
C 5.244 0.440 -2.328
C 6.183 1.456 -2.495
C 7.327 1.407 -1.631
C 7.559 0.442 -0.703
C 6.565 -0.585 -0.544
H 4.427 0.430 -3.007
H 6.072 2.222 -3.249
H 8.035 2.178 -1.762
H 8.473 0.429 -0.067
H 6.639 -1.337 0.230
O -5.537 5.051 1.186
N -5.189 4.003 0.712
O -5.124 3.818 -0.494
C -4.710 2.955 1.682
C -5.124 3.056 3.042
C -4.744 1.949 3.901
C -3.750 1.047 3.472
C -3.215 1.120 2.167
C -3.777 2.019 1.233
H -5.855 3.814 3.424
H -5.125 1.760 4.914
H -3.461 0.275 4.225
H -2.413 0.470 1.779
H -3.288 2.170 0.311
O 1.149 -1.288 -7.937
N 0.165 -1.526 -7.257
O -0.977 -1.177 -7.478
C 0.444 -2.204 -5.967
C -0.564 -2.648 -5.155
C -0.288 -3.262 -3.909
C 1.059 -3.346 -3.521
C 2.046 -2.974 -4.432
C 1.752 -2.408 -5.642
H -1.583 -2.545 -5.396
H -1.016 -3.582 -3.166
H 1.321 -3.660 -2.539
H 3.114 -3.012 -4.018
H 2.534 -2.162 -6.327
O -4.178 1.987 -6.733
N -4.265 0.931 -6.123
O -4.756 -0.103 -6.528
C -3.727 0.999 -4.777
C -3.807 2.113 -3.969
C -3.303 2.067 -2.671
C -2.720 0.888 -2.215
C -2.705 -0.263 -2.979
C -3.068 -0.153 -4.321
H -4.259 3.084 -4.317
H -3.346 2.997 -2.081
H -2.358 0.896 -1.208
H -2.276 -1.140 -2.570
H -2.900 -0.990 -5.023
O 4.611 1.662 6.456
N 3.736 2.453 6.029
O 4.013 3.604 5.788
C 2.308 1.967 5.825
C 1.251 2.885 5.731
C 0.028 2.335 5.609
C -0.173 0.962 5.621
C 0.852 0.070 5.687
C 2.124 0.630 5.856
H 1.502 3.902 5.686
H -0.830 2.982 5.479
H -1.201 0.571 5.421
H 0.715 -0.930 5.485
H 3.029 0.023 5.868
O -0.408 2.427 -1.053
N -0.489 2.380 0.186
O -0.040 1.451 0.902
C -1.044 3.581 0.904
C -1.259 3.512 2.267
C -1.884 4.569 2.835
C -2.271 5.675 2.069
C -2.083 5.693 0.720
C -1.504 4.581 0.130
H -0.860 2.654 2.844
H -2.152 4.530 3.912
H -2.801 6.487 2.569
H -2.378 6.493 0.053
H -1.203 4.651 -0.902
O 3.087 0.676 -4.968
N 2.134 1.351 -4.529
O 1.940 1.508 -3.343
C 1.085 1.728 -5.458
C 1.343 1.505 -6.803
C 0.300 1.687 -7.740
C -0.902 2.176 -7.316
C -1.125 2.508 -5.967
C -0.133 2.264 -5.053
H 2.319 1.216 -7.192
H 0.398 1.347 -8.738
H -1.700 2.385 -8.022
H -2.080 2.980 -5.724
H -0.181 2.478 -4.006
O 7.893 -1.780 2.838
N 7.732 -2.812 2.178
O 8.393 -3.074 1.184
C 6.677 -3.686 2.626
C 5.634 -3.207 3.463
C 4.739 -4.118 3.963
C 4.918 -5.470 3.693
C 5.859 -5.946 2.794
C 6.728 -4.991 2.248
H 5.560 -2.175 3.717
H 3.938 -3.779 4.638
H 4.255 -6.131 4.201
H 5.878 -7.010 2.542
H 7.522 -5.342 1.628
O -8.182 2.771 -1.104
N -8.644 1.861 -0.515
O -9.842 1.607 -0.454
C -7.804 0.823 0.046
C -6.640 0.366 -0.573
C -5.894 -0.674 -0.008
C -6.177 -1.168 1.257
C -7.342 -0.761 1.885
C -8.197 0.213 1.273
H -6.240 0.863 -1.471
H -4.929 -0.839 -0.510
H -5.492 -1.921 1.719
H -7.564 -1.129 2.904
H -9.169 0.527 1.700
C 3.017 3.105 -0.186
C 3.782 2.558 1.035
C 3.317 3.078 2.344
O 3.784 1.973 3.230
C 3.711 0.832 2.512
O 3.696 -0.246 2.932
O 3.561 1.101 1.241
H 3.277 4.175 -0.286
H 1.969 3.088 0.045
H 3.277 2.596 -1.094
H 4.873 2.654 0.900
H 2.252 3.152 2.359
H 3.761 3.996 2.620
C -1.675 -5.659 0.734
C -2.233 -4.836 1.878
C -3.746 -4.927 2.053
O -3.982 -5.615 3.269
C -2.739 -6.028 3.792
O -2.642 -6.666 4.732
O -1.701 -5.536 3.051
H -2.111 -6.644 0.757
H -0.573 -5.739 0.787
H -1.796 -5.199 -0.214
H -1.761 -3.822 1.901
H -4.282 -5.404 1.214
H -4.233 -3.991 2.023
C 1.845 -2.903 1.832
C 1.261 -1.537 1.483
C 1.253 -1.322 -0.031
O -0.142 -1.258 -0.438
C -0.897 -1.434 0.641
O -2.108 -1.511 0.616
O -0.150 -1.595 1.770
H 2.916 -2.817 1.624
H 1.531 -3.657 1.186
H 1.831 -3.136 2.920
H 1.714 -0.670 1.950
H 1.660 -2.237 -0.506
H 1.727 -0.368 -0.242

---

[3]
156
Properties=species:S:1:pos:R:3 method="wB97M-V/def2-TZVPD" total_charge=0 max_force_ev_per_a=3.3 orbital_gap_ev=9.29
F -20.492 -1.165 -2.499
C -19.893 -0.912 -3.665
C -18.546 -1.248 -3.723
C -17.921 -1.055 -4.926
C -18.607 -0.452 -5.992
C -19.922 0.014 -5.830
C -20.585 -0.335 -4.653
H -18.212 -1.786 -2.866
H -16.840 -1.174 -5.024
H -18.080 -0.264 -6.926
H -20.411 0.456 -6.693
H -21.623 0.039 -4.477
F -26.160 0.738 -2.169
C -25.705 -0.373 -2.782
C -24.341 -0.616 -3.001
C -23.917 -1.856 -3.537
C -24.853 -2.758 -4.012
C -26.235 -2.416 -3.923
C -26.647 -1.238 -3.328
H -23.615 0.133 -2.611
H -22.876 -2.023 -3.749
H -24.526 -3.692 -4.421
H -26.953 -3.046 -4.454
H -27.693 -0.934 -3.202
F -23.409 1.057 -7.889
C -24.215 1.929 -7.227
C -24.825 2.937 -7.910
C -25.698 3.725 -7.223
C -25.859 3.637 -5.830
C -25.220 2.567 -5.170
C -24.413 1.699 -5.877
H -24.643 3.049 -8.983
H -26.247 4.508 -7.748
H -26.505 4.326 -5.323
H -25.341 2.431 -4.107
H -23.894 0.787 -5.486
F -25.063 -4.737 -8.429
C -24.190 -3.717 -8.326
C -23.417 -3.683 -7.188
C -22.496 -2.667 -7.064
C -22.367 -1.741 -8.064
C -23.234 -1.752 -9.137
C -24.178 -2.745 -9.302
H -23.415 -4.490 -6.500
H -21.873 -2.706 -6.197
H -21.587 -0.991 -7.965
H -23.115 -0.994 -9.910
H -24.845 -2.842 -10.138
F -20.208 -6.681 -7.887
C -20.149 -6.072 -6.658
C -21.279 -5.913 -5.938
C -21.214 -5.193 -4.757
C -20.019 -4.690 -4.277
C -18.839 -4.956 -5.045
C -18.895 -5.622 -6.270
H -22.183 -6.264 -6.342
H -22.118 -5.083 -4.205
H -19.983 -4.289 -3.288
H -17.913 -4.592 -4.651
H -18.025 -5.839 -6.884
F -23.029 -0.255 -14.315
C -23.774 0.493 -13.398
C -24.244 -0.098 -12.251
C -25.073 0.682 -11.464
C -25.353 1.991 -11.791
C -24.787 2.574 -12.900
C -23.983 1.823 -13.722
H -24.046 -1.175 -12.131
H -25.602 0.269 -10.623
H -26.025 2.563 -11.140
H -25.122 3.612 -13.140
H -23.537 2.173 -14.627
F -30.742 -6.157 -3.798
C -29.919 -6.292 -4.895
C -29.727 -7.562 -5.407
C -28.921 -7.775 -6.556
C -28.293 -6.659 -7.051
C -28.443 -5.387 -6.443
C -29.290 -5.184 -5.365
H -30.226 -8.371 -4.889
H -28.763 -8.764 -6.984
H -27.585 -6.725 -7.914
H -27.907 -4.558 -6.862
H -29.380 -4.230 -4.927
F -14.798 -3.022 -10.482
C -16.042 -2.603 -10.100
C -16.882 -3.455 -9.457
C -18.141 -3.002 -9.060
C -18.592 -1.742 -9.390
C -17.683 -0.928 -10.060
C -16.408 -1.364 -10.505
H -16.482 -4.441 -9.118
H -18.808 -3.669 -8.569
H -19.595 -1.392 -9.178
H -18.007 0.066 -10.324
H -15.785 -0.745 -11.117
C -26.016 -6.821 -3.761
C -25.255 -7.196 -5.020
O -24.545 -6.310 -5.498
C -25.452 -8.613 -5.541
H -27.109 -6.776 -3.919
H -25.523 -5.866 -3.394
H -25.881 -7.551 -2.958
H -25.027 -9.276 -4.759
H -24.913 -8.783 -6.442
H -26.508 -8.780 -5.714
C -28.689 0.027 -6.868
C -28.018 -1.312 -6.736
O -28.485 -2.230 -6.085
C -26.680 -1.435 -7.395
H -29.724 0.095 -6.492
H -28.731 0.376 -7.899
H -28.070 0.737 -6.262
H -25.902 -1.554 -6.612
H -26.393 -0.641 -8.073
H -26.522 -2.407 -7.964
C -21.285 1.668 -11.008
C -20.861 1.900 -9.580
O -20.387 1.017 -8.836
C -21.062 3.251 -9.023
H -22.346 1.847 -11.122
H -21.046 0.669 -11.327
H -20.654 2.299 -11.600
H -20.175 3.505 -8.484
H -21.867 3.189 -8.298
H -21.327 4.091 -9.728
C -24.169 -8.437 -11.365
C -24.822 -8.912 -10.027
O -25.498 -8.091 -9.406
C -24.535 -10.300 -9.577
H -24.807 -8.050 -12.181
H -23.601 -9.282 -11.764
H -23.518 -7.636 -11.100
H -23.650 -10.241 -8.977
H -24.538 -11.078 -10.339
H -25.316 -10.522 -8.877
C -20.214 -5.263 -11.879
C -21.702 -5.585 -11.717
O -22.328 -5.982 -12.674
C -22.299 -5.286 -10.401
H -19.580 -6.042 -11.409
H -20.017 -4.286 -11.407
H -20.007 -5.280 -12.907
H -21.892 -5.983 -9.644
H -23.412 -5.312 -10.454
H -21.971 -4.300 -10.148
C -21.878 -3.127 -14.736
C -22.695 -3.160 -13.490
O -22.222 -2.772 -12.447
C -24.114 -3.678 -13.502
H -21.927 -4.066 -15.303
H -20.855 -2.928 -14.506
H -22.292 -2.306 -15.304
H -24.751 -2.834 -13.193
H -24.087 -4.496 -12.785
H -24.503 -4.162 -14.392